Entry from OMol25: 3 unconnected molecules or ions with the total composition C4H13NO2 in a non-equilibrium geometry (ωB97M-V/def2-TZVPD).

Cartesian coordinates (Å):
C  -3.0908  -0.2912  0.7153
C  -1.6879  -0.6023  0.2304
C  -0.6224  -0.2830  0.9507
N  0.7203  -0.2910  0.4926
C  1.6686  0.3880  1.4206
H  -3.5076  -1.1025  1.3183
H  -3.7423  -0.1344  -0.1412
H  -3.0411  0.6017  1.3286
H  -1.5790  -1.0747  -0.7352
H  -0.7892  -0.0159  1.9875
H  0.9991  -1.2509  0.3330
H  1.9699  -0.3178  2.1971
H  1.1107  1.2395  1.8063
H  2.5317  0.7615  0.8700
O  0.7473  1.3350  -2.0668
H  -0.0722  1.7321  -2.3763
H  0.5934  1.1715  -1.1230
O  2.4983  -0.9882  -2.5313
H  1.9120  -0.2395  -2.2999
H  3.3814  -0.6379  -2.3767

The calculation puts the highest occupied orbital energy at -8.6 eV. As for the structure (SMILES): C/C=C/NC.O.O. For the HOMO-LUMO gap, the calculation gives 9.38 eV. The calculation puts the total energy at -365.402102 Ha.